1.
50
Properties=species:S:1:pos:R:3:lowdin_charge:R:1 method="wB97M-V/def2-TZVPD" e_tot_ha=-2844.5859 multiplicity=4 homo_lumo_gap_ha="0.328 / 0.350" relative_energy_kj_mol=20.3 charge=+2 lumo_ha="-0.23819 / -0.21586" s2=3.754
C -1.4404 0.0089 -4.7158 -0.0452
C -0.9329 -0.1172 -3.3393 -0.7568
H -2.4965 0.2901 -4.7267 0.1130
H -1.2667 -0.9597 -5.2080 0.1183
H -0.8488 0.7685 -5.2500 0.0996
O -1.5399 -0.2355 -2.2822 0.0166
Cl 0.8800 -0.0516 -3.3153 0.6410
Nd 1.2811 0.1349 -0.0539 1.1523
P 1.0230 -2.7673 -0.4910 0.6798
C -0.2667 -3.7064 0.3972 -0.2594
C 0.6037 -3.2563 -2.1959 -0.2966
H 0.6513 -4.3499 -2.2757 0.0684
H 2.3175 -4.8147 -0.5136 0.0652
H 1.3059 -2.8012 -2.9027 0.0226
H 3.3369 -3.3783 -0.8663 0.0575
H -1.2529 -3.3400 0.0817 0.0561
H -0.4100 -2.9096 -2.4268 0.0392
C 2.5252 -3.7724 -0.2396 -0.2622
H -0.1776 -4.7736 0.1482 0.0690
H 2.8267 -3.7081 0.8138 0.0532
H -0.1620 -3.5661 1.4803 0.0345
P 0.7134 2.8907 -0.7313 0.6770
C -0.5858 3.7210 0.2502 -0.2612
C 2.1394 4.0232 -0.6111 -0.2663
H 0.8228 2.8979 -3.1440 0.0317
H -0.0065 4.3595 -2.4987 0.0681
H -0.8614 2.7810 -2.5549 0.0423
C 0.1080 3.2705 -2.4021 -0.2898
H 2.9437 3.6563 -1.2634 0.0577
H 1.8409 5.0335 -0.9180 0.0651
H -0.6447 4.7755 -0.0569 0.0672
H -0.3392 3.6510 1.3186 0.0529
H 2.4999 4.0164 0.4253 0.0447
H -1.5528 3.2283 0.0726 0.0465
Cl 3.1766 0.9314 1.4187 -0.1172
C -1.4687 -0.4060 4.6578 0.0084
N -0.7024 -0.3095 3.4176 -0.0923
C 0.6303 -0.9102 3.3810 -0.0092
C -1.1507 0.2590 2.3140 -0.4017
C -2.5081 0.8050 2.1458 0.0530
O -0.3414 0.2958 1.3091 -0.3148
H -0.8386 -0.9022 5.3997 0.1010
H -2.3879 -0.9896 4.5248 0.1123
H -1.7304 0.5932 5.0289 0.1171
H 0.6465 -1.7498 2.6669 0.0800
H 1.3875 -0.1685 3.0816 0.0348
H 0.8460 -1.2837 4.3839 0.1085
H -2.4803 1.8953 2.0116 0.1059
H -2.9615 0.3573 1.2518 0.1181
H -3.1515 0.5825 3.0022 0.0940

---

2.
50
Properties=species:S:1:pos:R:3:lowdin_charge:R:1 method="wB97M-V/def2-TZVPD" e_tot_ha=-6202.1805 homo_lumo_gap_ha=0.313 relative_energy_kj_mol=0.0 charge=+1 lumo_ha=-0.08947
Li 0.4055 -1.9952 0.9002 0.5623
C -0.7770 -4.7716 0.6302 -0.0288
O -0.8648 -3.3408 0.6519 -0.1923
C -2.1194 -2.7738 0.6056 -0.1978
C -3.2983 -3.4881 0.5966 -0.0413
C -4.5041 -2.7914 0.5722 -0.6744
Br -6.1185 -3.7607 0.5600 0.7975
C -4.5312 -1.4160 0.5623 -0.0648
C -3.3356 -0.6933 0.5701 -0.0561
C -2.1205 -1.3762 0.5825 -0.1895
O -0.9145 -0.7414 0.6031 -0.0401
C -3.3043 0.7697 0.5603 -0.2311
N -2.1757 1.4449 0.5560 0.1492
C -2.5289 2.7870 0.5475 -0.1956
C -1.7350 3.9320 0.5398 -0.0082
C -2.3795 5.1506 0.5365 -0.0775
C -3.7819 5.2396 0.5402 -0.0750
C -4.5800 4.1142 0.5468 -0.0083
C -3.9206 2.8903 0.5502 -0.1744
N -4.3878 1.5846 0.5547 0.1880
H -1.2591 -5.1611 -0.2658 0.1094
H -1.2375 -5.1900 1.5248 0.1106
H 0.2840 -5.0007 0.6092 0.0815
H -3.3031 -4.5668 0.6175 0.1087
H -5.4848 -0.9076 0.5487 0.1060
H -1.1184 0.2728 0.5926 0.0910
H -0.6561 3.8610 0.5374 0.1128
H -1.7971 6.0614 0.5311 0.1062
H -4.2466 6.2159 0.5375 0.1083
H -5.6588 4.1863 0.5488 0.1150
H -5.3504 1.2975 0.5569 0.1622
C 3.6926 -2.3035 -2.0411 -0.0089
N 3.9240 -1.3241 -0.9946 -0.0678
C 3.5644 -1.4323 0.2957 -0.7434
Se 2.7144 -2.8637 1.1321 0.6145
N 3.9842 -0.3179 0.9264 0.1231
C 4.6385 0.5279 0.0382 -0.1709
C 5.2495 1.7622 0.1948 0.0013
C 5.8099 2.3216 -0.9398 -0.0672
C 5.7610 1.6755 -2.1809 -0.0646
C 5.1505 0.4430 -2.3327 0.0050
C 4.5918 -0.1150 -1.1927 -0.1550
H 3.1891 -3.1598 -1.6022 0.0503
H 4.6464 -2.6165 -2.4629 0.1072
H 3.0726 -1.8664 -2.8228 0.1048
H 3.8882 -0.2016 1.9213 0.1585
H 5.2919 2.2625 1.1520 0.1188
H 6.3006 3.2821 -0.8660 0.1116
H 6.2135 2.1500 -3.0401 0.1116
H 5.1169 -0.0570 -3.2903 0.1174

---

3.
14
Properties=species:S:1:pos:R:3:lowdin_charge:R:1 method="wB97M-V/def2-TZVPD" e_tot_ha=-534.8756 homo_lumo_gap_ha=0.335 relative_energy_kj_mol=34.5 charge=+1 lumo_ha=-0.14946
N -1.5156 -2.4196 -1.6284 0.2973
H -1.6020 -2.2752 -2.6422 0.1613
H -0.9285 -3.2544 -1.4905 0.1616
H -2.4307 -2.5530 -1.2087 0.1562
H -0.8983 -1.6652 -1.2657 0.0056
C 0.1288 1.9104 1.6479 -0.1714
C 1.0731 0.8586 1.0528 -0.5785
S 0.2804 0.1583 -0.4143 0.7304
H -0.0689 2.6975 0.9415 0.0693
H -0.8403 1.4193 1.7981 0.0645
H 0.4180 2.1752 2.6484 0.0763
H 1.3418 0.1380 1.8161 0.0739
H 1.9643 1.3674 0.6969 0.0722
H 1.3957 -0.1373 -1.0971 -0.1188

---

4.
34
Properties=species:S:1:pos:R:3:lowdin_charge:R:1 method="wB97M-V/def2-TZVPD" e_tot_ha=-1423.4215 homo_lumo_gap_ha=0.243 charge=-1 lumo_ha=0.09598
C 1.6332 -2.2253 0.9143 -0.2024
C 1.3382 -1.8552 -0.6134 -0.7078
I 1.4188 -3.7880 -1.6991 0.5684
C -0.1682 -1.2610 -0.6813 -0.6125
I -1.3027 -2.5955 -2.0449 0.6561
B -0.2844 0.2863 -1.2243 -0.7191
C 0.5064 1.3980 -0.2603 -0.1632
C 2.0781 1.5035 -0.5268 -0.1918
C 3.0195 0.8461 0.5720 -0.2637
O 2.4403 0.7338 1.8885 -0.1152
C -1.8929 0.7426 -1.1712 -0.1451
C -2.5120 0.7250 0.2920 -0.2628
O -2.9066 2.0930 0.6263 -0.0573
C -3.7974 -0.1853 0.4758 -0.4029
F -4.8926 0.1681 -0.3017 0.0939
F -4.2266 -0.0221 1.8289 0.0269
F -3.5125 -1.5551 0.3553 0.0371
H 2.7241 -2.0442 1.1636 0.0644
H 1.0236 -1.6251 1.6596 0.0755
H 1.3265 -3.3144 1.0670 0.0397
H 2.1243 -1.2208 -1.1101 0.0529
H -0.6504 -1.4329 0.3394 0.0626
H 0.0973 0.3196 -2.3638 0.0855
H 0.0652 2.4083 -0.5842 0.0967
H 0.2170 1.2823 0.8331 0.0879
H 2.2750 0.9891 -1.5299 0.0990
H 2.3957 2.5926 -0.6814 0.0985
H 3.4509 -0.1636 0.2649 0.0920
H 3.9330 1.5352 0.6782 0.1114
H 3.0501 1.0295 2.5816 0.0785
H -1.8867 1.8433 -1.4963 0.1037
H -2.5227 0.2066 -1.9535 0.0713
H -1.7782 0.4141 1.1071 0.1472
H -2.7832 2.1713 1.5946 0.0944

---

5.
42
Properties=species:S:1:pos:R:3:lowdin_charge:R:1 method="wB97M-V/def2-TZVPD" e_tot_ha=-1975.5748 homo_lumo_gap_ha=0.341 relative_energy_kj_mol=0.0 lumo_ha=0.02320
Cl 5.4949 -2.9793 3.5397 0.7167
S -0.9000 -1.6103 0.3543 0.7775
C -5.2274 0.9842 -1.1371 -0.0988
C 1.9537 1.2707 -3.8156 -0.0951
C -5.5380 0.3320 0.0456 -0.0792
C -3.9160 1.2316 -1.4620 -0.0838
C 1.3915 0.0554 -3.7242 -0.1076
C 2.1655 1.9985 -2.6597 -0.0834
C 4.1167 -2.3391 1.3469 -0.0855
C 3.6107 -1.0336 3.3266 -0.0825
C -4.4916 -0.2223 0.7853 -0.0456
C -2.8954 0.6912 -0.7185 -0.0636
C 1.0083 -0.4238 -2.5084 -0.1111
C 1.6957 1.5791 -1.4364 -0.1060
C 2.9064 -1.9215 0.7418 -0.0784
C 2.5858 -0.4462 2.6129 -0.0913
C 4.3968 -2.0183 2.6936 -0.7005
C -3.1655 -0.0466 0.4253 -0.2781
C 1.1986 0.2911 -1.3426 -0.2739
C 2.1881 -0.9312 1.3992 -0.2740
N 0.0126 1.0995 1.0844 -0.0890
C -2.0355 -0.5323 1.3024 -0.5563
C -1.2312 0.6531 1.7911 -0.2793
Si 0.7425 -0.3062 0.3683 0.3309
H -6.0089 1.3769 -1.7391 0.0910
H 2.4492 1.6164 -4.7275 0.1141
H -6.5736 0.3325 0.3992 0.1083
H -3.5916 1.8519 -2.3328 0.1239
H 1.3345 -0.6150 -4.5404 0.1006
H 2.8083 2.8887 -2.6182 0.1132
H 4.8202 -3.0382 0.9868 0.0775
H 3.9356 -0.7248 4.2618 0.0820
H -4.8205 -1.0273 1.4842 0.1265
H -1.9760 0.7385 -1.2262 0.0914
H 0.4861 -1.4059 -2.4129 0.1095
H 1.9974 2.0841 -0.5556 0.0946
H 2.5766 -2.3702 -0.2018 0.1103
H 2.0512 0.3395 3.0732 0.0937
H -0.2322 1.8582 0.4507 0.0738
H -2.4451 -1.2720 1.9866 0.0922
H -0.9685 0.4748 2.8410 0.1100
H -1.9099 1.5161 1.8580 0.1251

---

6.
21
Properties=species:S:1:pos:R:3:lowdin_charge:R:1 method="wB97M-V/def2-TZVPD" e_tot_ha=-308.2751 homo_lumo_gap_ha=0.324 relative_energy_kj_mol=388.5 lumo_ha=0.02634
C -2.7951 -0.9807 -2.2845 -0.0473
N -0.5373 0.8653 -0.4431 0.0596
C -0.2403 0.5339 0.8079 -0.4495
C 0.9238 -0.4141 1.1195 -0.1616
C 1.8053 -0.8056 -0.0480 -0.3056
N 2.5281 0.3265 -0.6314 -0.0058
C -1.1449 0.9906 1.9281 -0.0404
H -3.5116 -0.6157 -3.0127 0.0160
H -3.3123 -1.5839 -1.5355 0.0153
H -2.0794 -1.6116 -2.8136 0.0174
H -2.2270 -0.2399 -1.7293 -0.0302
H -0.9090 -0.1826 -0.0995 0.1341
H 0.5802 -1.3507 1.5645 0.1190
H 1.5653 0.1573 1.8044 0.1275
H 1.2483 -1.3950 -0.7853 0.1052
H 2.6236 -1.4153 0.3423 0.1067
H 1.9311 1.0918 -0.8695 0.0379
H 2.9396 0.0813 -1.5090 0.0565
H -0.8697 1.8834 2.4995 0.0856
H -2.0478 1.3496 1.4349 0.0795
H -1.2856 0.1844 2.6493 0.0801